The following is a quantum chemistry calculation of 2 unconnected molecules or ions with the total composition C5H12O2 at a distorted geometry, from the OMol25 dataset.

Geometry (Å):
O 2.5637 1.2854 -0.2972
O 0.2845 1.2578 0.9179
C 1.0707 -0.7047 -0.7992
C 1.7632 0.6346 -1.2414
C -1.2093 -1.0820 0.5558
C -0.2692 -0.2959 -0.3016
C -2.2659 -0.1111 1.0758
H -1.7038 -1.8733 -0.0408
H 1.9284 1.8180 0.2218
H -0.6613 -1.5837 1.3565
H -1.7392 0.6651 1.6324
H 0.9371 1.2993 -1.5415
H -3.0110 -0.6125 1.6940
H 2.3777 0.4345 -2.1187
H 0.9876 -1.3226 -1.7136
H -2.7810 0.3746 0.2361
H -0.8473 0.1221 -1.1521
H 1.5864 -1.3250 -0.0564
H 0.9887 1.0194 1.5723

The value obtained for the total energy is -348.08464 a.u. The HOMO energy is -9.71 eV. For the largest force on an atom, the calculation gives 2.04 eV/Å. The calculation puts the orbital gap at 10.0 eV.

=====

The following is a quantum chemistry calculation of a single C5H12O2 molecule at a distorted geometry, from the OMol25 dataset.

Geometry (Å):
O 0.1459 -1.7595 1.6590
O -0.8829 0.7809 1.0168
C 1.0242 -1.3528 0.6379
C -0.2287 0.6403 -0.2611
C -1.9604 1.7828 1.0765
C 0.3200 -0.7578 -0.5767
C 1.3058 -0.6194 -1.7481
H 0.6190 1.3348 -0.2291
H 1.7744 -0.6262 1.0016
H 2.1359 0.0401 -1.4645
H 1.7356 -1.5874 -2.0315
H -0.4876 -1.4485 -0.8679
H 0.8352 -0.1905 -2.6412
H -1.7550 2.1464 2.1215
H -0.8732 0.8921 -1.0889
H 1.5713 -2.2482 0.3279
H -3.0433 1.4798 0.9878
H -0.4524 -1.0173 1.8342
H -1.7838 2.5104 0.2459

Its SMILES is COC[C@@H](C)CO. The value obtained for the total energy is -348.14479 a.u. The HOMO energy is -9.86 eV. For the largest force on an atom, the calculation gives 1.73 eV/Å. The calculation puts the orbital gap at 10.8 eV.

=====

The following is a quantum chemistry calculation of 2 unconnected molecules or ions with the total composition C5H12O2, from the OMol25 dataset.

Geometry (Å):
O -0.2825 -1.9137 -0.7020
O -1.8410 0.0598 0.6973
C 2.0681 0.0666 0.8364
C -1.2184 1.1556 0.1336
C 0.0231 1.4972 0.4584
C 0.8803 0.7949 1.4737
C -0.7484 -1.4828 -1.9582
H 0.2687 0.0832 2.0390
H -2.7770 0.0698 0.4689
H -0.7886 -1.4245 -0.0339
H -1.8008 1.6926 -0.6129
H 0.4547 2.3417 -0.0751
H -0.7005 -0.3892 -2.0708
H -1.7825 -1.8074 -2.1579
H 2.6834 0.7564 0.2464
H 2.7090 -0.3781 1.6060
H -0.1041 -1.9289 -2.7207
H 1.2469 1.5362 2.1965
H 1.7096 -0.7293 0.1751

Its SMILES is CC/C=C\O.CO. The value obtained for the total energy is -348.14549 a.u. The HOMO energy is -9.03 eV. For the largest force on an atom, the calculation gives 0.43 eV/Å. The calculation puts the orbital gap at 9.6 eV.

=====

The following is a quantum chemistry calculation of a single C5H12O2 molecule, from the OMol25 dataset.

Geometry (Å):
O 1.1304 -1.2969 1.9607
O -0.4849 -1.2883 -0.2394
C 0.3736 -0.1442 2.3003
C -0.5008 0.0410 -2.6874
C 0.2625 0.7301 1.0626
C 0.1594 0.6189 -1.4422
C -0.4838 0.1244 -0.1518
H -0.5460 -1.6606 0.6461
H -1.5330 0.4701 -0.1177
H -0.2491 1.6584 1.3504
H 0.1381 1.7168 -1.4524
H 1.2149 0.3164 -1.4092
H -0.6245 -0.4245 2.6733
H 1.2805 1.0112 0.7680
H -1.5788 0.2407 -2.6892
H 0.8712 0.4277 3.0989
H -0.0710 0.4698 -3.5983
H 1.0041 -1.9679 2.6391
H -0.3627 -1.0431 -2.7117

Its SMILES is CC[C@@H](O)CCO. The value obtained for the total energy is -348.16888 a.u. The HOMO energy is -9.73 eV. For the largest force on an atom, the calculation gives 0.41 eV/Å. The calculation puts the orbital gap at 10.5 eV.

=====

The following is a quantum chemistry calculation of 2 unconnected molecules or ions with the total composition C5H12O2, from the OMol25 dataset.

Geometry (Å):
O -0.2554 1.5263 -1.1716
O 1.3831 -0.7874 -1.2691
C 0.3946 -1.4656 -0.5760
C -0.0247 0.8519 2.1732
C -1.1867 0.8448 -1.9836
C 0.8108 -0.2934 1.6175
C 0.0617 -1.1655 0.6582
H 1.7382 0.0693 1.1593
H -0.8746 0.7714 -3.0376
H -0.9685 0.4729 2.5854
H 1.1003 -0.9647 2.4364
H 0.5136 1.3620 2.9777
H -0.2596 1.5549 1.3693
H -2.1076 1.4278 -1.9433
H -0.0802 -2.2955 -1.1004
H 0.5800 1.0368 -1.1521
H -1.4399 -0.1712 -1.6444
H 1.4275 -1.1096 -2.1758
H -0.8126 -1.6653 1.0770

Its SMILES is CC/C=C\O.CO. The value obtained for the total energy is -348.13919 a.u. The HOMO energy is -8.91 eV. For the largest force on an atom, the calculation gives 0.79 eV/Å. The calculation puts the orbital gap at 9.5 eV.

=====

The following is a quantum chemistry calculation of 2 unconnected molecules or ions with the total composition C5H12O2, from the OMol25 dataset.

Geometry (Å):
O 0.2147 -1.1486 0.2287
O -2.5977 -1.3999 0.7123
C 1.2171 0.8883 0.9597
C 0.3037 0.0571 0.0754
C -0.4963 0.7987 -0.9794
C 2.3890 0.0896 1.5223
C -1.2193 -0.1224 -1.9545
H 3.0577 -0.2391 0.7197
H 0.5800 1.2611 1.7747
H 1.5575 1.7751 0.4133
H -1.6450 0.4503 -2.7834
H -1.2085 1.4521 -0.4520
H -0.5250 -0.8641 -2.3620
H -1.6759 -1.6258 0.5085
H 2.9726 0.6975 2.2202
H 0.1933 1.4768 -1.4988
H -3.1223 -2.0931 0.2968
H 2.0302 -0.8023 2.0411
H -2.0256 -0.6513 -1.4427

Its SMILES is CCC(=O)CC.O. The value obtained for the total energy is -348.19312 a.u. The HOMO energy is -9.87 eV. For the largest force on an atom, the calculation gives 0.49 eV/Å. The calculation puts the orbital gap at 10.8 eV.

=====

The following is a quantum chemistry calculation of 2 unconnected molecules or ions with the total composition C5H12O2, from the OMol25 dataset.

Geometry (Å):
O 2.1400 -1.7148 -0.4821
O -2.1263 0.9136 1.3607
C 0.8091 -2.0203 -0.1082
C 2.3562 -0.3385 -0.2102
C -2.5424 1.6906 0.2558
C 0.0008 -0.7996 -0.5407
C 0.9653 0.3401 -0.1801
H -3.5852 1.4300 0.0601
H -1.2300 1.1861 1.5878
H -0.1692 -0.8432 -1.6224
H 0.7337 -2.1745 0.9823
H 0.9017 1.1918 -0.8641
H 0.7524 0.7094 0.8308
H -0.9630 -0.7042 -0.0312
H -1.9556 1.4737 -0.6501
H -2.4905 2.7687 0.4618
H 2.8672 -0.2185 0.7568
H 3.0104 0.0575 -0.9943
H 0.5254 -2.9480 -0.6128

Its SMILES is C1CCOC1.CO. The value obtained for the total energy is -348.14892 a.u. The HOMO energy is -9.69 eV. For the largest force on an atom, the calculation gives 0.40 eV/Å. The calculation puts the orbital gap at 10.5 eV.

=====

The following is a quantum chemistry calculation of 3 unconnected molecules or ions with the total composition C5H12O2 at a distorted geometry, from the OMol25 dataset.

Geometry (Å):
O 2.5807 0.6661 1.1863
O -2.0819 1.7770 2.2260
C 0.2347 -1.7388 0.5113
C 0.5442 -0.8759 -0.5849
C -0.8032 -1.4719 1.3478
C -0.3671 -0.1660 -1.3365
C 0.0213 0.6166 -2.5256
H -1.3588 0.1251 -0.9998
H -1.1719 -2.0891 2.1566
H 0.6983 1.4391 -2.2670
H 0.8428 -2.6346 0.5727
H -2.2284 1.5804 1.2972
H 1.6150 -0.8107 -0.7688
H 1.7115 0.9400 0.9217
H 3.1399 1.3339 0.7693
H -1.3537 -0.5535 1.1806
H 0.6468 0.0166 -3.1856
H -1.8619 0.9406 2.6457
H -0.8080 0.9050 -3.1469

Its net charge is +1. The value obtained for the total energy is -347.80155 a.u. The HOMO energy (spin up / spin down) is -15.08 / -15.08 eV. For the largest force on an atom, the calculation gives 2.13 eV/Å. The calculation puts the orbital gap (spin up / spin down) at 9.6 / 6.8 eV. As for the spin multiplicity: 2.